C23H43Cl3N3NiO4Si as an isolated structure. Source: OMol25; level of theory: ωB97M-V with the def2-TZVPD basis set.

**Largest force on an atom**: 1.77 eV/Å
**HOMO (spin up / spin down)**: -6.0 / -6.0 eV
**2S+1**: 3
**Total charge**: -1
**HOMO-LUMO gap (spin up / spin down)**: 8.665 / 8.547 eV

```
78
Properties=species:S:1:pos:R:3:forces:R:3:mulliken_charge:R:1
C -2.392 0.570 -4.131 -0.224 -0.168 0.184 -0.804
C -1.300 1.534 -4.460 0.434 1.093 -0.334 0.105
H -3.359 1.086 -4.187 0.095 -0.272 0.160 0.395
H -2.267 0.114 -3.135 -0.089 0.319 -0.445 -0.264
H -2.424 -0.255 -4.860 0.069 0.169 0.117 0.267
C -1.481 2.623 -5.226 0.578 -1.079 0.357 0.098
C -2.769 3.045 -5.817 -0.366 0.469 -0.398 -1.523
H -0.632 3.235 -5.522 -0.006 -0.106 0.323 0.300
H -3.580 3.100 -5.083 0.061 -0.046 -0.087 0.352
H -3.095 2.400 -6.640 -0.025 0.043 0.077 0.301
H -2.598 4.047 -6.220 -0.429 -0.013 -0.104 0.386
Ni -1.745 -2.419 -0.895 0.090 -0.462 0.652 0.295
Cl -3.593 -1.413 -1.334 -0.548 0.219 -0.294 -0.573
C 1.966 -1.377 2.345 -0.367 0.532 0.278 0.292
O 1.417 -0.524 3.040 0.625 -1.103 -0.913 -0.642
N 3.258 -1.275 1.930 0.233 -0.001 0.128 0.187
C 3.976 -0.098 2.348 -0.107 0.332 0.067 -0.883
C 3.892 -2.128 0.939 -0.477 0.169 0.072 -0.844
H 1.486 -2.301 1.964 -0.153 0.275 0.238 0.238
H 3.753 0.078 3.408 0.227 0.078 -0.286 0.278
H 3.636 0.783 1.779 0.262 -0.115 0.237 0.187
H 5.044 -0.269 2.174 -0.165 0.196 0.157 0.340
H 3.419 -3.115 0.961 0.150 0.117 -0.086 0.298
H 4.961 -2.209 1.182 -0.311 -0.166 -0.105 0.341
H 3.782 -1.699 -0.070 0.146 -0.213 0.194 0.265
H 1.107 -4.260 7.855 -0.229 0.171 0.102 0.305
H 0.221 -6.145 5.877 -0.204 0.153 -0.035 0.302
C 0.113 -3.848 7.611 0.279 -0.038 -0.333 -0.910
C -0.636 -5.448 5.889 -0.116 0.226 -0.156 -0.867
N -0.236 -4.096 6.222 -0.006 0.171 0.193 0.100
H 0.116 -2.764 7.758 0.113 -0.278 0.153 0.282
C 0.331 -3.302 5.246 0.954 0.456 0.076 0.409
O 1.277 -2.543 5.440 -1.501 -0.927 -0.093 -0.599
H -1.108 -5.430 4.902 0.063 -0.207 0.088 0.296
H -0.190 -3.417 4.264 0.480 0.055 0.274 0.097
H -0.648 -4.324 8.244 0.214 0.182 -0.096 0.321
H -1.355 -5.805 6.633 0.012 0.026 -0.187 0.291
H -4.442 -1.358 1.034 -0.056 -0.053 0.552 0.038
H -3.434 0.782 0.595 0.084 0.088 0.354 0.156
C -4.525 -1.151 2.114 0.072 0.168 0.086 -0.646
C -3.519 1.067 1.656 -0.141 0.159 -0.245 -0.850
N -3.583 -0.113 2.486 0.397 -0.201 0.374 0.251
H -4.284 -2.046 2.698 -0.143 0.090 -0.283 0.262
C -2.735 -0.281 3.538 0.424 0.873 0.109 0.196
O -1.861 0.510 3.884 -0.964 -0.732 -0.277 -0.605
H -2.676 1.691 1.965 -0.108 -0.249 -0.082 0.245
H -2.960 -1.205 4.115 0.200 0.136 -0.289 0.267
H -5.547 -0.824 2.358 0.052 -0.150 -0.142 0.318
H -4.445 1.650 1.763 0.088 -0.030 0.010 0.345
O -0.218 1.312 -2.395 -0.020 0.121 -0.565 0.162
C 0.038 1.258 -3.797 0.436 -0.104 0.615 0.371
C 1.179 3.526 -3.770 0.327 0.033 -0.191 -0.037
C 1.183 2.197 -4.193 -0.175 -0.581 -0.063 0.168
H 0.391 3.842 -3.079 0.349 0.021 -0.328 0.677
C 2.159 4.406 -4.249 -0.307 -0.271 -0.060 -0.993
H 0.317 0.226 -4.069 0.144 0.115 0.153 0.305
C 2.224 1.713 -5.000 -0.390 0.564 0.053 -0.280
H 2.129 5.445 -3.920 0.124 -0.200 -0.168 0.393
C 3.115 3.964 -5.175 -0.082 -0.167 0.148 -0.410
C 3.167 2.607 -5.526 -0.137 -0.064 0.158 -0.663
H 2.227 0.639 -5.212 0.164 0.414 -0.160 0.379
H 3.819 4.679 -5.617 -0.216 -0.345 0.253 0.352
H 3.934 2.237 -6.214 -0.238 0.196 0.275 0.369
Si 0.598 1.269 -0.947 -0.092 0.028 -0.454 0.084
Cl -1.185 -2.353 1.258 -0.548 -1.205 0.397 -0.471
C 0.547 2.977 -0.218 0.162 0.351 0.018 -1.195
C 2.391 0.710 -1.168 0.056 0.020 -0.011 -0.518
C -0.395 0.091 0.050 0.623 0.101 -0.392 -0.263
H 1.115 3.693 -0.827 -0.092 -0.041 0.187 0.307
H 0.960 2.970 0.802 -0.169 0.053 -0.219 0.366
H -0.504 3.297 -0.183 0.238 0.008 0.083 0.313
H -1.474 0.165 -0.126 0.324 0.172 -0.004 -0.188
H -0.198 0.107 1.128 -0.016 -0.090 -0.245 0.275
H -0.059 -0.874 -0.378 -0.093 0.533 0.499 0.125
H 2.928 1.262 -1.961 -0.278 -0.152 0.285 0.322
H 2.452 -0.368 -1.394 -0.062 0.357 0.078 0.101
H 2.913 0.905 -0.218 -0.059 -0.159 -0.270 0.072
Cl -0.092 -2.774 -2.238 0.360 -0.068 -0.417 -0.517
```
Forces are in eV/Å.


A 8-piece molecular cluster, C23H43FNO18 overall. Source: OMol25; level of theory: ωB97M-V with the def2-TZVPD basis set.

**Largest force on an atom**: 9.28 eV/Å
**HOMO**: -6.2 eV
**2S+1**: 1
**Total charge**: -1
**HOMO-LUMO gap**: 8.474 eV

```
86
Properties=species:S:1:pos:R:3:forces:R:3:mulliken_charge:R:1
F 0.709 0.651 -0.001 -0.206 -0.184 0.246 -0.674
C 1.464 -0.710 3.710 0.804 -1.030 -2.573 -0.663
C 2.566 -1.370 2.877 -0.764 0.488 -0.117 0.726
C 3.078 -0.412 1.763 -0.512 -1.276 -1.162 -0.058
O 4.356 -0.028 2.218 0.674 -0.626 1.742 -0.409
C 4.659 -0.791 3.322 1.442 -0.824 -0.294 0.486
O 5.735 -0.885 3.831 0.368 1.016 -0.101 -0.582
O 3.675 -1.606 3.728 0.309 1.109 -0.675 -0.469
H 1.924 0.215 4.017 -0.596 0.572 0.299 0.294
H 1.187 -1.341 4.495 -0.317 -0.747 1.525 0.408
H 0.626 -0.687 3.009 -0.142 0.872 0.352 -0.289
H 2.378 -2.346 2.474 -0.899 -0.391 -0.258 0.295
H 2.453 0.438 1.570 -0.497 0.525 0.178 0.048
H 3.152 -0.893 0.748 0.141 0.178 1.025 0.193
C 0.426 -2.985 0.200 -1.187 2.402 -0.323 -0.849
O 0.428 -4.091 1.117 -0.439 -2.629 0.279 -0.077
C -0.158 -5.248 0.682 -4.603 2.241 -7.304 0.659
O -0.950 -5.243 -0.510 5.122 -0.402 7.134 -0.656
O -0.018 -6.325 1.429 0.820 0.290 0.003 -0.255
C -0.434 -7.568 0.829 -1.295 -0.549 -1.741 -0.699
H 0.851 -1.964 0.626 -0.798 -2.497 -0.456 -0.078
H -0.586 -2.806 -0.216 0.162 -0.018 0.988 0.375
H 0.892 -3.236 -0.718 1.296 -0.464 -0.560 0.689
H -1.512 -7.623 0.766 -0.534 0.491 0.389 0.317
H -0.179 -8.482 1.386 0.827 0.972 0.145 0.288
H -0.219 -7.637 -0.271 0.675 0.268 1.195 0.288
C 3.405 5.423 -5.052 -0.660 0.419 0.012 -0.665
O 2.350 5.427 -4.082 -1.320 -1.718 2.208 -0.317
C 2.182 4.260 -3.365 5.377 -5.959 -0.718 0.670
O 2.961 3.139 -3.718 -4.945 6.591 2.045 -0.608
O 1.453 4.284 -2.215 0.648 3.983 -3.633 -0.344
C 1.387 3.171 -1.398 -0.010 -2.395 1.647 0.667
H 3.359 4.584 -5.703 -0.248 -0.673 -0.473 0.317
H 4.368 5.457 -4.613 0.870 -0.239 0.891 0.312
H 3.291 6.356 -5.578 -0.322 0.236 -0.323 0.236
H 0.811 2.432 -1.948 0.510 -0.535 0.347 -0.485
H 0.854 3.272 -0.381 0.696 0.752 -1.834 -0.173
H 2.420 2.875 -1.184 -0.432 -0.555 -0.097 0.400
C -1.792 -4.972 3.910 -1.089 -1.594 2.392 -0.649
O -1.699 -3.554 3.926 0.326 1.114 -1.055 -0.289
C -2.084 -2.876 2.851 -4.814 -2.042 -6.465 0.701
O -2.857 -3.408 1.790 4.884 2.585 6.480 -0.631
O -1.787 -1.565 2.852 0.761 -3.428 1.627 -0.221
C -1.947 -0.831 1.675 -2.187 2.893 -0.699 -0.624
H -2.746 -5.315 4.424 0.509 0.669 -1.367 0.305
H -1.104 -5.385 4.671 0.408 0.815 -0.506 0.288
H -1.586 -5.498 2.990 -0.319 0.553 -0.400 0.249
H -2.090 0.194 2.156 0.454 -0.959 -1.253 0.195
H -2.910 -1.041 1.137 0.901 -0.256 0.634 0.513
H -1.126 -0.817 0.943 0.157 -0.192 0.700 0.039
C -5.607 3.418 -3.410 -1.661 0.843 -0.053 -0.678
O -4.747 2.481 -2.846 -1.114 -1.793 0.198 -0.323
C -3.777 2.854 -2.091 3.295 8.507 1.721 0.746
O -3.387 4.166 -1.922 -2.307 -6.640 -1.073 -0.669
O -3.183 1.884 -1.516 0.118 -1.475 1.015 -0.328
C -1.928 2.070 -0.747 -0.532 1.140 -1.707 -0.104
H -6.361 2.886 -4.005 0.749 -0.079 -0.208 0.229
H -4.996 4.097 -3.940 0.267 0.845 -1.034 0.338
H -6.246 4.027 -2.737 0.854 -0.508 0.449 0.284
H -1.250 2.431 -1.564 0.044 -0.978 1.420 0.253
H -1.807 1.159 -0.190 0.750 -0.558 -0.704 -0.417
H -1.994 2.836 0.005 -0.517 0.715 -0.014 0.521
C -0.051 -2.466 -6.825 0.612 1.342 -2.234 -0.664
O -0.356 -2.215 -5.468 -0.436 -0.428 -0.271 -0.294
C -0.051 -1.028 -4.998 5.673 5.666 -3.436 0.681
O 0.768 -0.051 -5.610 -4.889 -5.760 2.966 -0.660
O -0.481 -0.890 -3.810 -1.473 -3.226 -0.741 -0.326
C -0.142 0.144 -3.012 -2.638 2.530 1.632 -0.911
H 0.197 -3.515 -7.058 -0.079 0.417 0.861 0.235
H 0.785 -1.772 -7.118 -0.608 -0.893 0.269 0.335
H -0.895 -2.185 -7.513 0.422 -0.222 0.935 0.250
H 0.862 0.320 -2.962 2.799 -0.104 0.654 0.652
H -0.691 0.018 -2.058 1.042 -0.120 -0.393 0.195
H -0.530 1.046 -3.454 -0.340 0.683 -0.280 0.419
C -0.232 2.166 2.852 0.935 0.251 1.649 0.060
C 0.291 3.545 3.419 0.549 0.430 -1.015 -0.780
C 1.074 3.599 4.769 -2.329 1.290 0.065 -0.450
C 0.530 2.639 5.755 2.268 4.011 -3.588 0.252
N 0.151 1.911 6.505 -1.847 -3.373 3.417 -0.461
H -0.844 2.242 1.948 0.625 0.001 0.158 -0.300
H -0.758 1.556 3.601 -0.790 0.929 0.261 0.563
H 0.578 1.445 2.814 0.454 0.448 -1.367 -0.144
H -0.521 4.208 3.606 -1.140 0.306 -0.088 0.413
H 0.916 4.171 2.676 -0.763 -1.417 0.816 0.233
H 1.020 4.693 5.143 -0.123 -1.869 -0.253 0.345
H 2.082 3.439 4.605 2.123 -0.764 -0.129 0.313
```
Forces are in eV/Å.